The following is a quantum chemistry calculation of C47H39B3O19 as an isolated structure at a distorted geometry, from the Open Molecules 2025 dataset.

```
108
C47H39B3O19 wB97M-V/def2-TZVPD
O 5.288 -5.302 -0.764
O -6.266 1.791 0.094
C 5.787 -7.899 1.894
C -5.173 4.637 -1.717
C 0.322 -1.304 -2.447
H -1.043 -1.904 -0.140
H 7.285 -1.801 -1.686
O 9.083 -10.297 2.021
H -0.417 -1.363 -3.250
C 9.780 -4.063 3.540
B 5.093 -4.993 -2.107
C -9.336 8.815 -0.873
C 6.628 -8.112 0.691
C 7.129 -3.836 -2.365
H 10.277 -2.076 4.080
C -9.444 10.958 -2.063
C 3.020 1.410 -3.330
H -11.098 10.106 -1.051
C -6.292 4.020 0.847
C -8.013 10.822 -2.441
H -8.672 7.591 4.153
C 5.083 0.722 -5.201
C 6.612 -2.643 -1.557
C -6.021 2.956 -0.149
C 2.469 -2.814 -2.445
O -5.203 6.866 -0.961
C -8.856 4.097 4.106
H 5.560 -8.417 4.008
B 4.276 -4.857 0.063
O 6.306 0.071 -3.298
H -7.400 7.791 -0.905
C -2.805 -0.618 -0.343
H -10.903 7.282 5.218
H 3.156 -1.969 -2.401
H 7.739 -4.461 -1.715
H 6.651 -2.892 -0.499
H -2.203 -3.645 1.216
H 7.787 -3.487 -3.152
O -9.895 7.968 -0.208
H 4.448 -4.907 1.230
C 4.157 0.917 -2.846
C 7.702 -8.895 0.733
H 10.722 -4.515 3.825
C -6.028 5.296 0.584
C 6.187 -8.589 3.143
C -10.862 5.094 5.111
O -7.204 5.607 3.370
H 4.319 0.769 -1.785
H 1.158 -1.157 -3.187
C 3.948 1.217 -5.687
O 0.134 -2.858 -2.156
C 1.267 -2.375 -1.686
C -7.909 8.680 -1.251
C -10.047 3.931 4.673
C 9.543 -2.761 3.677
C 7.214 -3.086 2.722
H -6.219 6.086 1.296
C -10.057 10.027 -1.337
H 7.570 -9.883 4.087
O -11.946 4.942 5.626
O -2.235 0.230 -0.995
H -4.749 4.959 -2.660
C -7.294 9.609 -1.976
O 4.808 -7.181 1.862
H 2.122 -3.007 -3.455
C -5.439 3.362 -1.452
O 3.086 -4.339 -0.412
H 6.318 -7.597 -0.208
H 1.386 -2.218 -0.622
H -6.713 3.704 1.790
C 8.104 -9.586 1.983
C 7.452 -4.387 2.585
H -5.247 2.569 -2.164
H -4.745 0.404 -0.337
O -4.706 -3.470 1.873
H -8.249 3.262 3.781
H -9.949 11.849 -2.412
C -2.706 -2.757 0.856
O 8.023 -0.984 3.404
C -5.445 5.702 -0.718
C -10.294 6.448 4.892
H 5.910 0.434 -5.836
C -4.141 -2.624 1.213
B 3.093 -4.095 -1.776
O 8.976 -6.165 2.857
H 6.271 -2.635 2.438
C -4.857 -1.415 0.735
H -10.478 2.953 4.843
C 5.276 0.533 -3.743
O 3.772 -5.008 -2.564
H 5.628 -2.309 -1.870
C 7.261 -9.371 3.185
H -6.252 9.526 -2.259
C -2.086 -1.828 0.133
O -7.457 11.670 -3.104
C 2.826 1.601 -4.791
H 8.329 -9.064 -0.132
O 6.071 -4.607 -2.948
C 8.754 -4.980 2.983
H -5.903 -1.335 1.006
H 2.190 1.693 -2.694
O 1.795 2.052 -5.235
H 3.785 1.363 -6.747
C 8.240 -2.169 3.279
C -9.103 6.614 4.324
C -8.291 5.452 3.888
C -4.238 -0.484 0.015
H 6.713 -5.069 2.180
```

Calculated values
Kohn-Sham gap, eV: 7.18
F_max, Eh/bohr: 0.04243